Computed, not measured: C44H46N6O4S2Sb2V as an isolated structure, with the ωB97M-V functional and the def2-TZVPD basis.

Output
- energy above the lowest of the compared OMol25 structures with the same formula, charge and spin (kcal per mole) = 33.4
- maximum force (eV/Å) = 3.83
- frontier orbital gap (spin up / spin down) (eV) = 7.23 / 7.90
- spin multiplicity = 4
- HOMO energy (spin up / spin down) (Eh) = -0.25892 / -0.28356
- <S²> = 3.760

Structure (XYZ):
```
105
Properties=species:S:1:pos:R:3:forces:R:3:lowdin_charge:R:1
V -1.503 -0.303 -0.161 2.497 0.189 2.899 0.475
N -1.150 0.412 2.474 -0.353 -0.408 0.034 0.013
N -0.740 1.443 3.323 -0.036 0.104 0.310 -0.091
C -0.364 2.644 2.827 -0.015 -0.003 -0.131 -0.901
N -0.037 3.601 3.732 -0.013 -0.240 0.258 0.084
S -0.345 2.964 1.206 0.080 0.330 -0.346 0.696
H -2.158 0.243 2.532 0.429 -0.012 0.327 0.082
H -0.681 -0.463 2.717 -0.236 0.222 0.145 0.057
H -0.839 1.328 4.330 -0.037 -0.069 -0.415 0.156
H 0.136 3.374 4.698 0.034 -0.061 -0.033 0.097
H 0.421 4.420 3.367 -0.101 -0.082 -0.044 0.087
C 0.709 6.520 -3.275 0.067 -0.010 -0.015 -0.045
C 0.488 5.041 -3.226 -0.073 0.037 -0.014 -0.264
C 0.132 4.332 -4.368 0.063 0.009 0.106 -0.027
C -0.033 2.960 -4.317 0.029 -0.110 -0.216 -0.055
C 0.160 2.296 -3.121 -0.189 -0.558 -0.102 -0.269
C 0.496 2.991 -1.978 -0.031 0.001 0.144 -0.111
C 0.662 4.360 -2.029 0.012 -0.105 -0.101 -0.028
S -0.159 0.537 -3.023 0.013 -0.132 0.062 0.617
O 0.945 -0.166 -2.384 0.109 0.243 -0.288 -0.444
O -0.498 0.076 -4.339 -0.228 0.248 -0.063 -0.282
N -1.344 0.413 -1.946 1.605 -0.005 -2.038 -0.208
C -2.393 1.230 -1.784 -1.193 1.135 -0.305 -0.412
C -3.073 2.002 -2.728 -0.100 -0.028 0.040 0.020
C -4.198 2.686 -2.315 0.265 -0.159 0.172 -0.043
C -4.601 2.604 -0.983 -0.058 -0.041 0.083 -0.063
C -3.868 1.825 -0.109 -0.184 0.192 0.032 -0.111
N -2.781 1.168 -0.492 -1.089 1.414 -0.702 -0.013
H 0.088 6.989 -4.034 -0.015 0.090 -0.030 0.078
H 1.754 6.714 -3.516 0.066 0.138 -0.041 0.085
H 0.502 6.970 -2.307 -0.030 0.102 0.012 0.078
H -0.019 4.865 -5.296 -0.014 -0.008 -0.087 0.114
H -0.311 2.392 -5.189 -0.058 -0.065 -0.176 0.111
H 0.618 2.460 -1.052 -0.023 -0.020 0.122 -0.015
H 0.929 4.906 -1.135 0.010 -0.013 0.117 0.110
H -2.741 1.994 -3.753 -0.010 0.015 -0.118 0.116
H -4.776 3.262 -3.022 0.001 0.069 -0.053 0.110
H -5.479 3.126 -0.640 -0.077 0.038 0.078 0.098
H -4.151 1.720 0.935 -0.001 0.040 -0.064 0.120
C 1.889 -3.460 -0.235 -0.127 0.246 -0.034 -0.337
C 3.106 -2.691 0.242 0.046 0.055 0.066 -0.380
C 3.325 -1.378 -0.491 -0.148 0.140 0.101 -0.357
Sb 1.991 0.239 0.133 1.310 0.278 0.315 1.461
C 3.124 1.730 -0.941 -0.393 -0.211 0.250 -0.380
C 3.376 2.951 -0.332 -0.021 -0.006 0.149 -0.159
C 4.069 3.944 -1.000 -0.028 0.155 -0.003 -0.089
C 4.499 3.727 -2.297 0.068 0.134 -0.101 -0.092
C 4.236 2.518 -2.916 0.143 0.017 -0.148 -0.077
C 3.553 1.524 -2.240 -0.093 -0.162 -0.055 -0.123
C 3.182 0.673 1.924 -0.575 -0.176 -0.359 -0.358
C 4.503 1.092 1.890 0.169 -0.084 -0.121 -0.133
C 5.141 1.518 3.042 0.171 0.034 -0.007 -0.083
C 4.462 1.536 4.249 0.034 0.036 0.130 -0.098
C 3.151 1.100 4.302 -0.009 0.042 0.240 -0.100
C 2.526 0.670 3.145 -0.185 -0.138 0.006 -0.164
Sb -0.069 -2.520 0.010 0.501 -2.398 0.220 1.496
C -0.277 -3.242 2.041 -0.006 0.260 -0.360 -0.353
C 0.533 -2.705 3.034 0.205 0.113 -0.202 -0.152
C 0.372 -3.073 4.359 0.060 0.051 0.204 -0.086
C -0.608 -3.985 4.709 0.018 -0.001 0.090 -0.088
C -1.435 -4.509 3.730 -0.027 -0.106 -0.002 -0.074
C -1.277 -4.129 2.410 0.012 -0.119 -0.082 -0.145
C -1.078 -4.192 -0.912 0.144 0.398 0.174 -0.348
C -1.914 -3.929 -1.990 0.048 0.210 -0.018 -0.129
C -2.644 -4.953 -2.572 -0.109 -0.041 -0.131 -0.080
C -2.534 -6.247 -2.092 -0.041 0.006 -0.051 -0.090
C -1.674 -6.523 -1.041 0.043 -0.111 0.049 -0.088
C -0.950 -5.499 -0.454 0.185 0.080 0.085 -0.142
H 1.821 -4.415 0.293 -0.210 0.078 -0.072 0.059
H 1.982 -3.667 -1.302 -0.070 -0.023 -0.057 0.065
H 3.982 -3.335 0.083 -0.041 0.059 0.087 0.110
H 3.047 -2.513 1.321 0.070 -0.064 0.031 0.084
H 3.179 -1.518 -1.561 0.037 0.042 -0.144 0.052
H 4.344 -1.021 -0.319 -0.121 0.137 -0.067 0.058
H 3.028 3.118 0.678 -0.024 0.127 0.109 0.093
H 4.257 4.894 -0.520 0.027 0.057 0.067 0.103
H 5.034 4.503 -2.828 0.038 0.045 -0.034 0.099
H 4.567 2.342 -3.929 0.029 0.011 -0.131 0.103
H 3.319 0.597 -2.737 0.030 -0.140 -0.129 0.090
H 5.029 1.109 0.945 0.109 0.034 -0.027 0.100
H 6.169 1.853 2.997 0.067 0.012 -0.009 0.102
H 4.954 1.890 5.144 0.046 0.007 0.059 0.099
H 2.614 1.106 5.243 -0.011 -0.032 0.057 0.096
H 1.499 0.330 3.187 -0.070 0.059 0.080 0.053
H 1.306 -1.988 2.768 0.054 -0.025 0.086 0.071
H 1.013 -2.648 5.120 0.074 0.020 0.041 0.101
H -0.730 -4.285 5.740 -0.008 0.000 0.077 0.100
H -2.213 -5.210 3.998 -0.073 -0.047 0.024 0.105
H -1.952 -4.515 1.658 -0.036 -0.069 0.046 0.088
H -1.992 -2.917 -2.376 -0.120 -0.062 -0.006 0.092
H -3.305 -4.737 -3.399 -0.037 0.034 -0.080 0.108
H -3.112 -7.044 -2.539 -0.036 -0.050 -0.051 0.100
H -1.572 -7.535 -0.675 0.008 -0.055 0.028 0.102
H -0.288 -5.715 0.379 -0.037 -0.057 -0.033 0.096
O -3.963 -1.254 -2.052 -0.222 -0.086 -0.166 0.075
C -4.021 -1.670 -0.916 -0.733 -0.308 -0.323 -0.498
C -5.147 -2.514 -0.313 -0.015 0.002 -0.100 -0.064
C -4.717 -2.720 1.135 0.037 0.014 0.043 -0.065
C -3.413 -1.940 1.219 -0.499 -0.271 0.580 -0.506
O -2.736 -1.761 2.227 -0.303 0.120 0.213 0.001
N -3.076 -1.433 0.030 -0.571 -0.773 -0.090 -0.019
H -5.233 -3.445 -0.872 -0.008 0.026 -0.061 0.117
H -6.089 -1.974 -0.409 0.017 -0.019 -0.058 0.120
H -4.526 -3.764 1.386 0.032 0.000 0.018 0.119
H -5.429 -2.334 1.865 0.058 0.004 0.024 0.120
```
Forces are in eV/Å.

Computed, not measured: a 2-piece molecular cluster, C2H7BO3 overall, with the ωB97M-V functional and the def2-TZVPD basis.

Output
- energy above the lowest of the compared OMol25 structures with the same formula, charge and spin (kcal per mole) = 0.0
- maximum force (eV/Å) = 3.49
- frontier orbital gap (spin up / spin down) (eV) = 6.77 / 9.53
- spin multiplicity = 3
- HOMO energy (spin up / spin down) (Eh) = -0.24874 / -0.38728
- <S²> = 2.006

Structure (XYZ):
```
13
Properties=species:S:1:pos:R:3:forces:R:3:lowdin_charge:R:1
B 0.429 0.101 0.860 -0.430 0.476 0.067 -0.744
C -0.099 -1.327 1.164 -0.360 0.798 2.222 0.177
C -0.915 -0.189 -1.492 -1.403 -2.184 -1.529 -0.150
O -0.181 1.036 1.631 -0.301 2.708 0.322 0.123
O 1.387 0.607 -0.065 1.190 2.044 2.173 0.063
O 0.219 -0.131 -2.141 2.776 0.049 0.306 -0.055
H -0.807 -1.460 2.077 1.306 0.293 -1.916 0.092
H 0.371 -2.192 0.800 0.271 -1.166 -0.528 0.018
H -1.596 -0.852 -1.971 -0.825 -0.504 -0.009 0.064
H -1.292 0.676 -1.115 -1.112 2.560 1.539 0.037
H -0.047 2.007 1.390 -0.215 -2.102 0.492 0.143
H 1.703 1.558 0.252 -1.000 -3.103 -1.243 0.192
H 0.829 0.164 -1.389 0.103 0.132 -1.896 0.039
```
Forces are in eV/Å.

The calculation returns the following electronic energy values, one per record and in order: -4554.6621, -330.8959 a.u..